A cluster of 2 separate species, C3H7N2O in total in a non-equilibrium geometry. Source: OMol25; level of theory: the ωB97M-V functional and the def2-TZVPD basis.

E_HOMO: -0.47101 Eh
Electronic energy: -302.96273 a.u.
Net charge: +1
Energy relative to the best compared isomer or geometry (same formula, charge and spin): 202.9 kJ/mol
Frontier orbital gap: 9.53 eV
E_LUMO: -3.29 eV

Last column: Mulliken charge in e.
Cartesian coordinates (Å):
C: 2.096100 0.089672 0.085210  0.6690
C: -1.625302 0.124717 -0.322845  0.3111
C: 3.318045 -0.269784 -0.010917  -0.7573
N: -2.137708 1.296085 -0.055237  -0.3394
N: -1.573031 -0.950236 0.349343  -0.3156
O: 0.923057 0.113307 -0.000413  -0.4170
H: 3.348983 -1.238812 -0.700415  0.1871
H: -1.140229 0.143728 -1.343805  0.2568
H: 4.245954 0.024517 0.442491  0.3171
H: -2.077589 2.241108 -0.506978  0.2865
H: -2.419121 1.394214 0.909692  0.2478
H: -1.129695 -1.719681 -0.184027  0.2794
H: -1.829470 -1.248837 1.337900  0.2745

Force components x, y, z for each atom (eV/Å):
-1.5 -0.9 -0.5
1.0 2.9 -4.1
1.6 -2.5 -1.5
-0.6 1.2 2.2
0.1 -3.8 1.7
0.6 0.9 0.4
0.0 2.2 1.4
-0.7 -0.7 1.2
-0.2 0.4 0.1
0.4 -2.0 -0.2
-0.4 0.3 0.1
-0.4 0.6 0.8
0.2 1.3 -1.8

***

A structure of composition C25H18FeN6O12S. Source: OMol25; level of theory: the ωB97M-V functional and the def2-TZVPD basis.

E_HOMO (alpha / beta): -0.12988 / -0.10161 Eh
Electronic energy: -3857.01611 a.u.
Net charge: -2
Spin multiplicity: 5
Energy relative to the best compared isomer or geometry (same formula, charge and spin): 0.0 kJ/mol
Frontier orbital gap (alpha / beta): 6.88 / 6.11 eV
E_LUMO (alpha / beta): 3.34 / 3.34 eV

Last column: Mulliken charge in e.
Cartesian coordinates (Å):
Fe: 1.517473 -0.650282 -0.682044  1.0725
O: 2.361328 -0.724655 2.919324  -0.4120
C: 1.711739 -1.856376 2.936577  0.0586
O: 0.847720 -2.177440 3.727634  -0.7053
C: 2.127188 -2.838961 1.868989  0.5740
C: 2.844290 -3.971351 2.220165  -0.6146
C: 3.066631 -4.938265 1.253793  -0.3110
C: 2.523537 -4.764470 -0.005648  -0.6377
C: 1.827905 -3.594600 -0.271822  0.5439
N: 1.660193 -2.634115 0.638685  0.0303
C: 1.184668 -3.368107 -1.643184  0.1825
O: 1.041009 -4.352589 -2.363361  -0.7572
O: 0.850873 -2.166189 -1.890627  -0.4645
H: 1.867810 -0.038029 3.449411  0.4964
H: 3.205543 -4.085039 3.233282  0.4512
H: 3.639353 -5.827038 1.491255  0.3890
H: 2.615120 -5.496660 -0.794526  0.4740
N: -5.124051 -0.537086 5.906641  -0.6528
C: -3.968373 -0.039597 5.266423  1.1711
C: -2.810764 -0.810626 5.203509  -0.8825
C: -1.664431 -0.312764 4.605001  -0.3884
C: -1.671518 0.964411 4.064060  -0.2991
C: -2.816833 1.740598 4.122497  -0.2425
C: -3.959893 1.244775 4.728213  -0.7224
S: -0.210460 1.587258 3.262830  1.4507
O: -0.422894 3.003900 3.082857  -0.7986
O: 0.895416 1.209999 4.141652  -0.9084
N: 0.020680 0.763576 1.935427  -0.3509
C: -0.884959 0.720937 0.953875  0.2302
N: -0.495588 0.041222 -0.161322  0.1697
C: -1.359335 -0.072975 -1.160282  -0.0416
C: -2.632780 0.469108 -1.107948  -1.0240
C: -2.939795 1.158863 0.053816  -0.1894
N: -2.105567 1.297769 1.066134  -0.3937
H: -5.173217 -1.544871 5.886750  0.2340
H: -5.974765 -0.142146 5.534381  0.2280
H: -2.809174 -1.811725 5.621589  0.2942
H: -0.767467 -0.916938 4.542848  0.5365
H: -2.799414 2.724714 3.675217  0.4647
H: -4.858200 1.851756 4.776278  0.2649
H: -1.002768 -0.619890 -2.025806  0.4669
H: -3.329877 0.368054 -1.926335  0.4043
H: -3.913327 1.630096 0.176460  0.3856
O: 2.928729 0.088914 -3.614948  -0.6854
C: 1.916228 0.718926 -3.327798  0.3058
O: 1.299584 0.779740 -2.218238  -0.5258
C: 1.280247 1.575111 -4.430059  0.0272
C: 1.845508 1.584691 -5.701156  -0.3567
C: 1.284340 2.335117 -6.718825  -0.4330
C: 0.146236 3.077242 -6.440027  0.1888
C: -0.438605 3.089512 -5.183266  -0.5903
C: 0.138914 2.330521 -4.179194  -0.2157
N: -0.459617 3.873504 -7.512287  0.9944
O: 0.065001 3.854867 -8.613175  -0.6421
O: -1.459448 4.522049 -7.256990  -0.6355
H: 2.731177 0.984103 -5.859741  0.4832
H: 1.705362 2.354553 -7.712893  0.4561
H: -1.324148 3.682505 -5.009837  0.4602
H: -0.280144 2.305288 -3.182147  0.4132
O: 5.315311 0.687155 0.008933  -0.6494
C: 4.148481 0.606142 -0.344670  0.1368
O: 3.322471 -0.328020 -0.019315  -0.6295
H: 3.721347 1.393827 -0.997035  0.1214

Force components x, y, z for each atom (eV/Å):
0.0 0.1 0.1
0.0 0.0 0.0
0.0 0.0 0.0
0.0 0.0 0.0
0.0 0.0 0.0
0.0 0.0 0.0
0.0 0.0 0.0
0.0 0.0 0.0
0.0 0.0 0.0
0.1 0.0 0.0
0.1 0.0 0.0
0.0 0.0 0.0
0.0 0.0 0.0
0.0 0.0 0.0
0.0 0.0 0.0
0.0 0.0 0.0
0.0 0.0 0.0
0.0 0.0 0.0
0.0 0.0 0.0
0.0 0.0 0.0
0.0 0.0 0.0
0.0 0.0 0.0
0.0 0.0 0.0
0.0 0.0 0.0
0.0 0.0 0.0
0.0 0.0 0.0
0.0 0.0 0.0
0.0 0.0 0.0
0.0 0.0 0.0
0.0 0.0 0.0
0.0 0.0 0.0
0.0 0.0 0.0
0.0 0.0 0.0
0.0 0.0 0.0
0.0 0.0 0.0
0.0 0.0 0.0
0.0 0.0 0.0
0.0 0.0 0.0
0.0 0.0 0.0
0.0 0.0 0.0
0.0 0.0 0.0
0.0 0.0 0.0
0.0 0.0 0.0
0.0 0.0 0.0
0.0 0.1 0.0
0.0 0.0 0.0
0.0 0.0 0.0
0.0 0.0 0.0
0.0 0.0 0.0
0.0 0.0 0.0
0.0 0.0 0.0
0.0 0.0 0.0
0.0 0.0 0.0
0.0 0.0 0.0
0.0 0.0 0.0
0.0 0.0 0.0
0.0 0.0 0.0
0.0 0.0 0.0
0.0 0.0 0.0
0.0 0.0 0.0
0.0 0.0 0.0
0.0 0.0 -0.1
0.0 0.0 0.0

***

A cluster of 2 separate species, C15H8F7O4S in total in a non-equilibrium geometry. Source: OMol25; level of theory: the ωB97M-V functional and the def2-TZVPD basis.

E_HOMO: -0.08648 Eh
Electronic energy: -1974.50746 a.u.
Net charge: -1
Energy relative to the best compared isomer or geometry (same formula, charge and spin): 156.5 kJ/mol
Frontier orbital gap: 2.39 eV
E_LUMO: 0.03 eV

Last column: Mulliken charge in e.
Cartesian coordinates (Å):
F: -0.392205 -4.526215 0.527412  -0.2859
C: -1.312299 -3.673624 1.002156  0.4314
C: -0.930335 -2.581651 1.689341  0.4046
F: 0.367600 -2.367295 1.949818  -0.3245
C: -1.914459 -1.638376 2.200011  0.2882
O: -1.569015 -0.639062 2.786970  -0.5230
C: -3.324256 -1.930916 1.987151  0.3716
F: -4.246141 -1.095639 2.484058  -0.2701
C: -3.707305 -3.027487 1.309777  0.3983
F: -5.010582 -3.277554 1.123331  -0.2788
C: -2.722911 -3.957449 0.775994  0.2668
O: -3.069971 -4.944892 0.170907  -0.5475
C: 1.644079 4.545319 1.772708  -1.3893
C: 1.386104 3.470611 0.780319  1.0398
C: 0.348716 3.600671 -0.143398  -0.3746
C: 0.092090 2.625535 -1.066620  -1.2054
C: 0.884599 1.448300 -1.112328  1.1511
C: 0.655897 0.461719 -2.031486  -0.5738
S: 1.673126 -1.022086 -1.995363  0.7040
C: 0.895107 -1.844955 -3.447198  0.6895
F: 1.529876 -3.007639 -3.631990  -0.2138
F: -0.395102 -2.011304 -3.135817  -0.1837
F: 1.043551 -1.014010 -4.484442  -0.1897
O: 3.079156 -0.502321 -2.145899  -0.6302
O: 1.318866 -1.628828 -0.661408  -0.4754
C: 1.934852 1.332500 -0.161642  -0.8511
C: 2.175065 2.320844 0.748861  -0.8568
H: 2.470350 4.280580 2.432962  0.3347
H: 1.893893 5.483355 1.274915  0.2872
H: 0.764215 4.711836 2.393966  0.2906
H: -0.255844 4.490895 -0.125987  0.3540
H: -0.718928 2.729897 -1.765275  0.3199
H: -0.114964 0.535242 -2.771157  0.3553
H: 2.541405 0.441264 -0.180248  0.2628
H: 2.985770 2.212733 1.449601  0.2240

Force components x, y, z for each atom (eV/Å):
-1.0 0.4 0.3
1.6 0.7 0.4
1.5 -1.4 -0.6
-1.4 0.1 -0.1
0.7 1.5 0.8
-0.1 0.0 0.1
-1.7 -0.8 -0.5
0.8 -0.3 -0.2
-0.7 1.5 0.9
0.8 -0.2 -0.1
-0.2 -1.2 -0.8
-0.2 -0.3 -0.1
0.0 0.3 0.2
0.1 0.0 0.0
0.4 -0.1 0.4
0.3 -0.5 0.0
0.6 0.6 1.0
0.3 -2.9 -1.8
-0.7 6.6 4.4
1.0 0.4 1.2
-0.7 0.0 -0.8
0.5 -0.4 -0.9
-0.4 -1.1 -0.1
-1.9 -3.0 -0.6
1.3 -1.1 -3.0
-0.2 -0.1 -0.1
-0.5 0.4 -0.1
0.0 0.0 0.0
0.0 0.2 0.1
-0.1 0.2 0.2
-0.2 0.3 0.0
-0.2 0.1 -0.2
-0.2 -0.1 -0.3
0.1 0.2 0.2
0.2 0.0 0.2

***

The molecule C3H6N2OS in a non-equilibrium geometry. Source: OMol25; level of theory: the ωB97M-V functional and the def2-TZVPD basis.

E_HOMO: -0.29566 Eh
Electronic energy: -700.69858 a.u.
Energy relative to the best compared isomer or geometry (same formula, charge and spin): 500.5 kJ/mol
Frontier orbital gap: 8.84 eV
E_LUMO: 0.80 eV
SMILES string: C1=NSCCON1

Last column: Mulliken charge in e.
Cartesian coordinates (Å):
C: -1.025090 -0.934954 1.006239  -0.5597
C: -1.756387 0.035662 0.016134  -0.3633
C: 1.734707 0.057074 -0.214577  0.0677
H: -0.570603 -1.776698 0.524748  0.3486
H: -1.673142 -1.407954 1.823937  0.2878
H: -2.634839 -0.667800 -0.551904  0.2746
H: -2.178101 0.995389 0.526645  0.2868
H: 2.765086 0.101282 -0.273892  0.3933
H: 2.197218 -0.312433 1.820770  0.3194
N: 0.924795 0.670985 -0.944108  -0.3457
N: 1.463745 -0.622631 0.991636  -0.3733
O: 0.168913 -0.191109 1.496236  -0.2920
S: -0.606005 0.581995 -1.313729  -0.0444

Force components x, y, z for each atom (eV/Å):
0.7 0.7 0.1
-1.4 -1.5 0.4
-1.3 0.4 2.3
-0.1 -0.6 -0.9
1.0 1.4 -0.7
2.2 2.3 1.5
0.5 -2.0 -0.7
2.2 0.4 -1.0
-2.5 -1.0 -2.8
2.1 -0.7 -0.3
-0.1 0.7 2.4
-0.5 -0.2 0.7
-2.7 0.2 -1.0

***

- The highest electronic energy belongs to which entry?
  C3H7N2O

***

What did the first record say?
A cluster of 2 separate species, C3H7N2O in total in a non-equilibrium geometry. Source: OMol25; level of theory: the ωB97M-V functional and the def2-TZVPD basis.

E_HOMO: -0.47101 Eh
Electronic energy: -302.96273 a.u.
Net charge: +1
Energy relative to the best compared isomer or geometry (same formula, charge and spin): 202.9 kJ/mol
Frontier orbital gap: 9.53 eV
E_LUMO: -3.29 eV

Last column: Mulliken charge in e.
Cartesian coordinates (Å):
C: 2.096100 0.089672 0.085210  0.6690
C: -1.625302 0.124717 -0.322845  0.3111
C: 3.318045 -0.269784 -0.010917  -0.7573
N: -2.137708 1.296085 -0.055237  -0.3394
N: -1.573031 -0.950236 0.349343  -0.3156
O: 0.923057 0.113307 -0.000413  -0.4170
H: 3.348983 -1.238812 -0.700415  0.1871
H: -1.140229 0.143728 -1.343805  0.2568
H: 4.245954 0.024517 0.442491  0.3171
H: -2.077589 2.241108 -0.506978  0.2865
H: -2.419121 1.394214 0.909692  0.2478
H: -1.129695 -1.719681 -0.184027  0.2794
H: -1.829470 -1.248837 1.337900  0.2745

Force components x, y, z for each atom (eV/Å):
-1.5 -0.9 -0.5
1.0 2.9 -4.1
1.6 -2.5 -1.5
-0.6 1.2 2.2
0.1 -3.8 1.7
0.6 0.9 0.4
0.0 2.2 1.4
-0.7 -0.7 1.2
-0.2 0.4 0.1
0.4 -2.0 -0.2
-0.4 0.3 0.1
-0.4 0.6 0.8
0.2 1.3 -1.8

***

- Look up the energy relative to the best compared isomer or geometry (same formula, charge and spin) of the fourth one.
  500.5 kJ/mol